No. 1
The following is a DFT calculation (ωB97M-V with the def2-TZVPD basis set) of C32H43AuIN5O4S4 as an isolated structure at a distorted geometry.

Structure (XYZ):
```
90
Properties=species:S:1:pos:R:3
Au -0.87 -0.29 -0.80
C -5.82 1.19 2.04
N -4.59 0.46 1.78
C -3.40 1.04 1.61
S -2.03 0.02 1.59
N -3.33 2.36 1.50
C -2.09 3.09 1.42
H -6.63 0.48 2.17
H -6.06 1.85 1.19
H -5.74 1.80 2.95
H -4.58 -0.52 1.99
H -4.17 2.89 1.65
H -1.45 2.63 0.67
H -1.59 3.09 2.38
H -2.31 4.12 1.13
C 4.53 -0.32 3.68
C 4.87 -1.74 3.22
N 3.97 -2.20 2.18
C 2.91 -3.12 2.52
C 1.76 -2.47 3.31
C 4.21 -1.77 0.92
O 5.16 -1.08 0.62
C 3.21 -2.05 -0.16
C 3.59 -2.66 -1.36
C 2.73 -2.61 -2.44
C 1.54 -1.91 -2.31
N 1.17 -1.34 -1.17
C 1.96 -1.43 -0.12
H 5.25 0.00 4.42
H 3.53 -0.28 4.12
H 4.57 0.37 2.83
H 4.81 -2.43 4.06
H 5.88 -1.73 2.81
H 3.34 -3.91 3.14
H 2.53 -3.57 1.60
H 2.10 -2.17 4.29
H 0.96 -3.19 3.43
H 1.37 -1.60 2.79
H 4.55 -3.16 -1.42
H 2.98 -3.06 -3.38
H 0.86 -1.80 -3.14
H 1.61 -0.97 0.79
N -4.36 1.05 -2.19
C -4.31 -0.15 -1.61
O -3.27 -0.67 -1.23
C -5.63 -0.85 -1.42
I -6.30 -1.70 -3.30
H -3.50 1.52 -2.42
H -5.22 1.40 -2.59
H -6.41 -0.16 -1.09
H -5.53 -1.68 -0.72
O -0.50 1.77 -0.84
C 0.75 2.35 -0.87
C 0.65 3.67 -1.63
C -0.47 4.33 -2.02
C -0.19 5.52 -2.72
C 1.15 5.73 -2.88
S 2.10 4.49 -2.19
C 1.74 1.59 -1.73
C 3.05 1.26 -1.50
C 3.65 0.64 -2.61
C 2.80 0.53 -3.67
S 1.25 1.18 -3.35
C 1.31 2.59 0.51
C 1.89 3.71 1.02
C 2.31 3.57 2.36
C 2.04 2.34 2.86
S 1.25 1.33 1.71
H -1.46 3.98 -1.78
H -0.94 6.20 -3.07
H 1.63 6.57 -3.36
H 3.56 1.44 -0.57
H 4.66 0.29 -2.61
H 2.99 0.10 -4.64
H 2.01 4.62 0.47
H 2.79 4.35 2.92
H 2.24 1.96 3.84
C -2.91 -3.85 -1.99
C -2.60 -4.42 -0.61
C -1.90 -3.23 0.05
O -1.20 -2.56 -1.00
C -1.65 -3.05 -2.27
H -3.77 -3.19 -1.93
H -3.10 -4.62 -2.74
H -1.92 -5.26 -0.69
H -3.49 -4.73 -0.06
H -1.18 -3.51 0.81
H -2.63 -2.53 0.47
H -0.87 -3.69 -2.69
H -1.82 -2.21 -2.94
```

Computed properties:
E_LUMO (alpha / beta)	-4.65 / -8.97	eV
2S+1	3
total energy	-104640.4287	eV
⟨S²⟩	2.01
energy relative to the best compared isomer or geometry (same formula, charge and spin)	1.528	eV
total charge	+2
highest occupied orbital energy (alpha / beta)	-13.278 / -13.278	eV
HOMO-LUMO gap (alpha / beta)	8.62 / 4.31	eV

No. 2
The following is a DFT calculation (ωB97M-V with the def2-TZVPD basis set) of C5H4GaO2 as an isolated structure at a distorted geometry.

Structure (XYZ):
```
12
Properties=species:S:1:pos:R:3
C -0.25 -1.34 0.06
Ga 2.29 0.50 -0.58
O 1.01 -0.81 -0.01
C 1.84 -0.46 1.14
H 1.25 0.04 1.93
H 2.26 -1.41 1.53
O -2.56 -0.77 -0.15
C -1.21 -0.38 -0.07
C -0.95 1.03 -0.03
C -0.68 2.22 0.01
H -3.03 -0.25 -0.80
H -0.53 3.28 -0.01
```

Computed properties:
E_LUMO (alpha / beta)	0.39 / -1.81	eV
2S+1	2
total energy	-61712.9442	eV
⟨S²⟩	0.77
energy relative to the best compared isomer or geometry (same formula, charge and spin)	0.108	eV
total charge	0
highest occupied orbital energy (alpha / beta)	-7.814 / -7.781	eV
HOMO-LUMO gap (alpha / beta)	8.21 / 5.97	eV

No. 3
The following is a DFT calculation (ωB97M-V with the def2-TZVPD basis set) of a 3-piece molecular cluster, C20H32FN3O7 overall at a distorted geometry.

Structure (XYZ):
```
63
Properties=species:S:1:pos:R:3
C 4.69 0.71 -0.75
C 4.05 1.92 -0.12
O 4.06 2.05 1.08
O 3.46 2.83 -0.94
C 2.07 2.45 -1.09
C 1.31 3.47 -1.90
C -0.16 3.63 -1.47
C -1.15 2.80 -2.30
C -1.69 1.48 -1.68
C -1.09 1.05 -0.36
C -1.50 -0.38 0.06
O -1.48 -0.33 1.50
C -0.21 -0.47 1.91
O 0.23 -0.19 3.00
O 0.56 -0.99 0.87
C -0.35 -1.35 -0.10
F -0.79 -2.61 0.34
C 0.17 -1.67 -1.46
O 0.93 -0.57 -2.00
N 1.36 -0.93 -3.28
O 1.71 0.01 -3.88
H 4.68 -0.12 -0.07
H 4.21 0.44 -1.69
H 5.73 0.96 -0.95
H 2.06 1.51 -1.64
H 1.66 2.30 -0.09
H 1.78 4.43 -1.70
H 1.39 3.26 -2.96
H -0.27 3.53 -0.39
H -0.39 4.67 -1.69
H -0.74 2.58 -3.27
H -2.01 3.43 -2.50
H -1.54 0.67 -2.40
H -2.77 1.55 -1.56
H -1.49 1.69 0.42
H -0.01 1.10 -0.30
H -2.38 -0.78 -0.41
H 0.80 -2.56 -1.45
H -0.69 -1.82 -2.11
C 3.69 -6.55 0.33
C 3.02 -5.37 1.04
C 1.63 -5.05 0.49
C 1.67 -4.62 -0.90
N 1.70 -4.28 -2.00
H 3.84 -6.33 -0.73
H 4.66 -6.76 0.77
H 3.08 -7.45 0.41
H 3.66 -4.49 0.96
H 2.93 -5.61 2.10
H 1.18 -4.25 1.09
H 0.98 -5.92 0.58
C -4.21 1.03 3.10
C -4.39 2.53 3.33
C -5.67 3.08 2.71
C -5.66 2.95 1.25
N -5.65 2.83 0.11
H -4.13 0.80 2.04
H -3.30 0.68 3.59
H -5.05 0.47 3.51
H -3.52 3.06 2.94
H -4.41 2.72 4.41
H -5.78 4.14 2.96
H -6.54 2.56 3.11
```

Computed properties:
E_LUMO	-0.12	eV
total energy	-42775.8996	eV
total charge	0
highest occupied orbital energy	-10.113	eV
HOMO-LUMO gap	10.00	eV

No. 4
The following is a DFT calculation (ωB97M-V with the def2-TZVPD basis set) of a 5-piece molecular cluster, C29H27N4O10P overall at a distorted geometry.

Structure (XYZ):
```
71
Properties=species:S:1:pos:R:3
C -0.27 3.45 1.51
C -1.30 3.20 0.93
P -2.79 2.79 0.10
C -3.13 4.31 -0.90
C -2.52 4.33 -2.30
O -1.11 4.62 -2.15
C -0.59 5.53 -2.97
O -1.04 5.85 -4.04
H 0.58 3.64 2.13
H -2.30 1.90 -0.88
H -4.21 4.41 -0.98
H -2.70 5.14 -0.34
H -2.99 5.07 -2.93
H -2.60 3.34 -2.76
H 0.33 5.95 -2.56
C -1.15 -1.51 6.20
C -0.73 -1.80 4.91
C -0.11 -0.83 4.14
C 0.07 0.42 4.69
C -0.34 0.74 5.97
C -0.96 -0.24 6.73
N 0.74 1.45 3.88
O 1.08 1.15 2.76
O 0.92 2.55 4.38
H -1.64 -2.28 6.79
H -0.89 -2.79 4.49
H 0.22 -1.04 3.13
H -0.18 1.73 6.36
H -1.29 -0.01 7.73
C -6.64 -1.73 1.61
C -5.93 -2.41 0.64
C -5.47 -1.73 -0.48
C -5.74 -0.38 -0.60
C -6.45 0.32 0.36
C -6.90 -0.37 1.48
N -5.24 0.34 -1.77
O -4.62 -0.28 -2.61
O -5.46 1.54 -1.84
H -6.99 -2.25 2.49
H -5.73 -3.46 0.75
H -4.91 -2.24 -1.26
H -6.63 1.37 0.24
H -7.46 0.16 2.24
C 3.20 1.66 -2.18
C 1.82 1.60 -2.04
C 1.25 0.68 -1.17
C 2.09 -0.15 -0.45
C 3.47 -0.11 -0.58
C 4.02 0.81 -1.46
N 1.49 -1.12 0.49
O 0.28 -1.15 0.58
O 2.25 -1.82 1.14
H 3.64 2.38 -2.86
H 1.18 2.26 -2.60
H 0.18 0.61 -1.05
H 4.10 -0.77 0.00
H 5.10 0.86 -1.57
C 4.48 -5.13 -3.70
C 4.10 -3.98 -3.02
C 5.06 -3.17 -2.45
C 6.39 -3.51 -2.58
C 6.80 -4.65 -3.26
C 5.82 -5.46 -3.82
N 7.41 -2.63 -1.99
O 7.02 -1.64 -1.39
O 8.58 -2.93 -2.14
H 3.73 -5.77 -4.15
H 3.05 -3.73 -2.92
H 4.78 -2.27 -1.91
H 7.85 -4.89 -3.34
H 6.12 -6.35 -4.36
```

Computed properties:
E_LUMO	-0.57	eV
total energy	-66222.0963	eV
total charge	0
highest occupied orbital energy	-8.632	eV
HOMO-LUMO gap	8.07	eV

No. 5
The following is a DFT calculation (ωB97M-V with the def2-TZVPD basis set) of an isolated ion of composition C4H11N2 and charge +1 at a distorted geometry.

Structure (XYZ):
```
17
Properties=species:S:1:pos:R:3
C -1.26 0.98 0.68
C -0.53 -0.30 1.04
C 0.52 -0.70 0.00
C 0.42 -1.84 -0.62
N 1.73 0.15 -0.04
N -0.81 1.35 -0.84
H -1.07 1.79 1.35
H -2.28 0.74 0.69
H 0.09 -0.41 1.95
H -1.29 -1.05 1.25
H -0.52 -2.01 -1.09
H 1.22 -2.46 -1.15
H 0.23 1.17 -0.89
H 2.30 0.24 0.84
H 2.43 -0.35 -0.65
H -1.01 2.25 -1.30
H -1.42 0.74 -1.42
```

Computed properties:
E_LUMO	-3.43	eV
total energy	-7298.1394	eV
energy relative to the best compared isomer or geometry (same formula, charge and spin)	2.809	eV
total charge	+1
highest occupied orbital energy	-13.275	eV
HOMO-LUMO gap	9.85	eV

No. 6
The following is a DFT calculation (ωB97M-V with the def2-TZVPD basis set) of a 7-piece molecular cluster, C29H61FN2O8S overall at a distorted geometry.

Structure (XYZ):
```
102
Properties=species:S:1:pos:R:3
C -0.87 2.18 3.74
C -1.84 2.63 2.95
C -3.06 2.90 1.90
C -2.63 2.53 0.36
C -3.69 1.45 -0.22
C -3.10 0.54 -1.44
C -2.65 1.65 -2.53
C -2.38 1.07 -4.01
F -1.38 1.89 -4.67
C -4.30 -0.42 -2.03
C -5.74 -0.40 -1.26
C -5.77 -1.25 0.11
N -6.49 -2.38 0.22
N -3.81 -1.85 -2.20
C -2.57 -2.04 -1.73
C -2.04 -0.62 -1.09
C -0.54 -0.56 -1.69
S 0.48 0.89 -1.10
C 1.82 1.27 -2.37
C 3.24 0.54 -2.00
C -1.78 -1.05 0.43
O -1.61 -0.26 1.42
O -1.70 -2.45 0.70
H -0.34 1.74 4.66
H -3.30 4.02 1.98
H -3.94 2.27 2.28
H -2.60 3.48 -0.32
H -1.56 2.11 0.43
H -4.58 2.07 -0.66
H -4.03 0.81 0.69
H -3.54 2.40 -2.61
H -1.73 2.27 -2.23
H -2.17 -0.07 -4.06
H -3.37 1.22 -4.61
H -4.64 -0.19 -3.12
H -6.17 0.68 -1.14
H -6.49 -0.93 -1.98
H -5.23 -0.94 1.09
H -6.96 -2.57 -0.68
H -4.27 -2.65 -2.66
H -2.03 -3.05 -1.79
H 0.01 -1.52 -1.30
H -0.48 -0.63 -2.85
H 1.51 0.91 -3.43
H 2.07 2.40 -2.40
H 3.98 0.74 -2.87
H 3.71 0.97 -1.04
H 3.09 -0.61 -1.96
C 2.39 -4.09 -4.66
C 2.28 -2.63 -4.25
O 1.35 -2.49 -3.18
H 1.41 -4.47 -4.97
H 3.09 -4.21 -5.48
H 2.72 -4.70 -3.81
H 1.93 -2.02 -5.08
H 3.25 -2.24 -3.92
H 1.67 -3.03 -2.44
C 4.50 1.12 3.13
C 3.40 1.60 2.20
O 3.19 0.66 1.16
H 5.43 0.99 2.57
H 4.67 1.84 3.94
H 4.24 0.15 3.56
H 3.66 2.56 1.75
H 2.45 1.72 2.75
H 2.95 -0.18 1.56
C 6.60 -3.76 -5.53
C 6.49 -2.31 -5.12
O 5.57 -2.17 -4.05
H 5.63 -4.14 -5.85
H 7.31 -3.88 -6.36
H 6.93 -4.38 -4.69
H 6.14 -1.70 -5.96
H 7.46 -1.92 -4.79
H 5.89 -2.70 -3.31
C 1.08 -1.70 3.88
C 0.88 -3.12 4.35
O -0.50 -3.45 4.31
H 0.52 -1.00 4.51
H 2.14 -1.43 3.91
H 0.72 -1.57 2.86
H 1.22 -3.24 5.38
H 1.43 -3.83 3.72
H -0.80 -3.36 3.39
C 4.41 0.43 7.06
C 5.81 0.71 6.55
O 6.16 2.06 6.82
H 3.68 1.10 6.58
H 4.12 -0.61 6.85
H 4.34 0.60 8.13
H 5.86 0.56 5.47
H 6.54 0.05 7.03
H 6.12 2.18 7.78
C -7.41 4.89 1.56
C -6.19 4.15 1.07
O -6.32 3.87 -0.32
H -8.32 4.30 1.39
H -7.33 5.11 2.63
H -7.54 5.84 1.02
H -6.08 3.20 1.60
H -5.28 4.74 1.23
H -6.41 4.72 -0.78
```

Computed properties:
E_LUMO	-0.48	eV
total energy	-63963.6349	eV
total charge	0
highest occupied orbital energy	-7.984	eV
HOMO-LUMO gap	7.50	eV

No. 7
The following is a DFT calculation (ωB97M-V with the def2-TZVPD basis set) of one molecule with the formula C9H11ClSSi at a distorted geometry.

Structure (XYZ):
```
23
Properties=species:S:1:pos:R:3
C 2.98 1.36 -0.37
C 3.60 0.13 -0.48
C 1.73 1.23 0.19
C 1.30 -0.04 0.42
C 0.64 2.19 0.54
C -0.41 1.54 1.04
C -0.05 -0.21 1.02
C -1.17 -0.82 -1.70
C -3.05 -1.06 0.67
Si -1.29 -1.27 0.12
S 2.56 -1.17 -0.02
Cl -0.88 -3.17 0.56
H 3.44 2.16 -0.89
H 4.53 0.03 -0.99
H 0.87 3.17 0.39
H -1.25 1.78 1.60
H 0.12 -0.48 1.99
H -0.11 -0.84 -2.12
H -1.59 -1.61 -2.23
H -1.49 0.24 -1.65
H -3.66 -1.36 -0.27
H -3.47 -1.70 1.39
H -3.36 -0.09 0.80
```

Computed properties:
E_LUMO	0.79	eV
total energy	-40746.5166	eV
energy relative to the best compared isomer or geometry (same formula, charge and spin)	1.146	eV
total charge	0
highest occupied orbital energy	-8.296	eV
HOMO-LUMO gap	9.09	eV

No. 8
The following is a DFT calculation (ωB97M-V with the def2-TZVPD basis set) of C6H6OS as an isolated structure at a distorted geometry.

Structure (XYZ):
```
14
Properties=species:S:1:pos:R:3
C 1.61 -0.08 0.14
C 0.11 0.13 -0.22
C -0.87 -0.08 0.98
C -1.11 1.38 1.29
C -0.25 -0.59 -1.40
C -0.42 -1.16 -2.44
H 1.70 -1.12 0.39
H 2.26 0.27 -0.65
H 1.86 0.47 1.06
H -1.76 -0.53 0.51
H -0.36 -0.70 1.76
H -0.63 -1.78 -3.27
O -1.66 1.89 2.22
S -0.48 1.89 -0.36
```

Computed properties:
E_LUMO	0.63	eV
total energy	-19199.5585	eV
energy relative to the best compared isomer or geometry (same formula, charge and spin)	1.510	eV
total charge	0
highest occupied orbital energy	-9.705	eV
HOMO-LUMO gap	10.33	eV

No. 9
The following is a DFT calculation (ωB97M-V with the def2-TZVPD basis set) of CH4N4 as an isolated structure at a distorted geometry.

Structure (XYZ):
```
9
Properties=species:S:1:pos:R:3
C -1.18 -0.46 0.30
N -1.75 0.47 1.02
N -0.04 1.26 0.70
N 0.04 0.02 -0.13
N 1.12 -0.78 -0.53
H -1.47 -1.39 -0.02
H -0.13 2.05 0.05
H 1.96 -0.91 0.05
H 1.45 -0.25 -1.44
```

Computed properties:
E_LUMO	0.28	eV
total energy	-7056.7225	eV
energy relative to the best compared isomer or geometry (same formula, charge and spin)	6.263	eV
total charge	0
highest occupied orbital energy	-9.220	eV
HOMO-LUMO gap	9.50	eV

No. 10
The following is a DFT calculation (ωB97M-V with the def2-TZVPD basis set) of C3GaLiO6 as an isolated structure at a distorted geometry.

Structure (XYZ):
```
11
Properties=species:S:1:pos:R:3
C 0.79 -0.84 0.03
O 0.76 -2.03 0.29
C 2.04 0.09 0.20
O 1.76 1.32 -0.01
O 3.10 -0.39 0.54
Li -0.90 -2.35 -0.82
Ga 0.04 1.56 -0.63
O -0.25 -0.26 -0.53
O -3.19 0.09 0.50
O -1.70 1.83 0.03
C -2.44 0.97 0.41
```

Computed properties:
E_LUMO (alpha / beta)	-12.98 / -12.98	eV
total energy	-67958.3816	eV
total charge	+2
highest occupied orbital energy (alpha / beta)	-18.822 / -18.821	eV
HOMO-LUMO gap (alpha / beta)	5.84 / 5.84	eV

No. 11
The following is a DFT calculation (ωB97M-V with the def2-TZVPD basis set) of C3H3NS2 as an isolated structure at a distorted geometry.

Structure (XYZ):
```
9
Properties=species:S:1:pos:R:3
C 1.04 -0.83 -1.18
C -0.61 0.31 -1.26
C -0.14 0.21 1.48
N 2.09 -1.23 -1.47
S -1.07 0.60 -2.71
S -1.41 0.55 0.27
H 0.53 -0.58 0.88
H -0.74 -0.22 2.30
H 0.31 1.20 1.68
```

Computed properties:
E_LUMO	-1.18	eV
total energy	-26316.8078	eV
energy relative to the best compared isomer or geometry (same formula, charge and spin)	2.480	eV
total charge	0
highest occupied orbital energy	-9.896	eV
HOMO-LUMO gap	8.72	eV

No. 12
The following is a DFT calculation (ωB97M-V with the def2-TZVPD basis set) of C6H13N as an isolated structure at a distorted geometry.

Structure (XYZ):
```
20
Properties=species:S:1:pos:R:3
C -0.27 -0.55 -0.70
C 0.58 0.49 0.00
C -0.53 -1.89 -0.02
C 1.83 0.94 -0.70
C 0.58 0.43 1.49
C -1.52 0.38 -0.76
N -2.46 0.28 0.18
H 0.09 -0.71 -1.72
H -0.48 1.39 -0.29
H -2.38 1.00 0.89
H -1.80 0.60 -1.80
H -1.15 -2.52 -0.66
H 0.41 -2.40 0.22
H -1.08 -1.78 0.92
H 2.62 0.19 -0.59
H 1.66 1.07 -1.78
H 1.06 -0.48 1.85
H 1.12 1.28 1.93
H -0.48 0.40 1.81
H 2.20 1.88 -0.29
```

Computed properties:
E_LUMO	0.28	eV
total energy	-7918.7618	eV
energy relative to the best compared isomer or geometry (same formula, charge and spin)	4.071	eV
total charge	0
highest occupied orbital energy	-7.410	eV
HOMO-LUMO gap	7.69	eV